{
  "formula": "C15H6BaClN4O4S2",
  "method": "ωB97M-V/def2-TZVPD",
  "relative_energy_kj_mol": 19.6,
  "multiplicity": 1,
  "energy_ev": -64694.3356,
  "total_charge": -1,
  "homo_energy_ev": -4.66,
  "species": ["Ba", "O", "C", "O", "C", "C", "Cl", "N", "N", "C", "C", "O", "O", "C", "C", "C", "C", "C", "C", "H", "H", "H", "H", "H", "H", "S", "C", "C", "N", "C", "S", "C", "N"],
  "positions_angstrom": [[1.1206, 0.9955, -2.1827], [-2.8985, -1.3907, -4.8038], [-3.9653, -1.4832, -4.0315], [-5.0518, -1.7698, -4.4737], [-3.8002, -1.0924, -2.5987], [-4.8404, -0.8623, -1.7260], [-6.5177, -1.0005, -1.9626], [-4.3104, -0.5492, -0.5184], [-2.9657, -0.5766, -0.5525], [-2.6435, -0.8901, -1.7925], [-1.1793, -0.9366, -2.1491], [-0.8742, -0.7316, -3.3638], [-0.3471, -1.0097, -1.2294], [-4.9627, -0.2723, 0.7168], [-4.4984, -0.9062, 1.8603], [-5.1012, -0.6406, 3.0781], [-6.1674, 0.2467, 3.1512], [-6.6184, 0.8796, 2.0025], [-6.0126, 0.6308, 0.7805], [-2.0789, -1.1148, -4.2927], [-3.6631, -1.5881, 1.7794], [-4.7401, -1.1316, 3.9720], [-6.6410, 0.4476, 4.1033], [-7.4411, 1.5804, 2.0585], [-6.3457, 1.1330, -0.1167], [3.3295, 1.0512, -4.1635], [3.7688, -0.2683, -3.1031], [4.1284, -1.4751, -3.8096], [4.4110, -2.4135, -4.4132], [3.8774, -0.2918, -1.7302], [3.6165, 0.9902, -0.5678], [4.3366, -1.5210, -1.1282], [4.7142, -2.4751, -0.6065]],
  "forces_ev_per_angstrom": [[0.4, -0.5, -0.1], [0.0, -0.2, 0.0], [-0.1, 0.6, -0.1], [0.0, -0.2, 0.0], [0.2, -0.1, 0.0], [0.0, -0.1, 0.0], [0.0, 0.0, 0.0], [0.0, 0.0, 0.0], [0.0, 0.0, 0.0], [0.0, -0.3, 0.0], [0.0, 0.3, 0.1], [0.0, 0.1, 0.1], [0.0, 0.1, 0.0], [0.0, 0.0, 0.1], [0.1, 0.0, 0.0], [-0.1, 0.0, 0.0], [0.0, 0.0, 0.0], [0.0, 0.0, 0.0], [0.0, 0.0, -0.1], [0.0, 0.0, 0.0], [0.0, 0.0, 0.0], [0.0, 0.0, 0.0], [0.0, 0.0, 0.0], [0.0, 0.0, 0.0], [0.0, 0.0, 0.0], [-0.2, 0.1, 0.2], [0.2, 0.0, 0.0], [-0.1, 0.0, 0.0], [0.0, 0.0, 0.0], [0.1, 0.0, 0.0], [-0.2, 0.1, -0.2], [-0.1, 0.0, 0.0], [0.0, 0.0, 0.0]],
  "lowdin_charge": [1.637, 0.121, -0.512, 0.062, -0.053, -0.582, 0.803, -0.085, 0.176, -0.130, -0.689, -0.124, -0.157, -0.205, -0.008, -0.077, -0.092, -0.083, -0.046, 0.052, 0.118, 0.104, 0.100, 0.103, 0.098, 0.321, -0.909, -0.321, 0.146, -0.908, 0.318, -0.322, 0.145]
}



{
  "formula": "C15H6Cl3I2NO2Rh",
  "method": "ωB97M-V/def2-TZVPD",
  "relative_energy_kj_mol": 8.9,
  "multiplicity": 1,
  "energy_ev": -78006.4612,
  "total_charge": 1,
  "homo_energy_ev": -11.44,
  "species": ["Rh", "I", "C", "C", "C", "I", "C", "C", "C", "C", "N", "C", "C", "O", "H", "H", "H", "H", "Cl", "C", "C", "C", "Cl", "C", "O", "C", "Cl", "C", "H", "H"],
  "positions_angstrom": [[-0.0196, 0.0918, -0.0605], [-4.4125, 0.3603, 2.5280], [-3.8960, -0.6716, 0.8183], [-4.8207, -1.5411, 0.1939], [-4.4938, -2.2554, -0.9308], [-5.9188, -3.4950, -1.7843], [-3.1880, -2.1340, -1.4888], [-2.6794, -2.8370, -2.5962], [-1.3826, -2.6372, -3.0141], [-0.5770, -1.7198, -2.3393], [-1.0400, -1.0410, -1.3025], [-2.3098, -1.2446, -0.8563], [-2.6391, -0.5117, 0.2886], [-1.6958, 0.2921, 0.8065], [-5.8071, -1.6422, 0.6242], [-3.3175, -3.5384, -3.1177], [-0.9757, -3.1797, -3.8542], [0.4411, -1.5207, -2.6490], [3.5158, -0.5533, 5.9829], [2.6924, -0.7923, 4.4829], [2.3479, 0.3015, 3.7196], [1.7085, 0.0546, 2.5177], [1.2626, 1.3840, 1.4671], [1.3755, -1.1967, 2.0467], [0.7448, -1.4056, 0.8683], [1.7202, -2.2747, 2.8644], [1.3066, -3.8625, 2.3358], [2.3825, -2.0800, 4.0613], [2.5653, 1.3052, 4.0556], [2.6523, -2.9305, 4.6709]],
  "forces_ev_per_angstrom": [[0.2, -0.4, 1.0], [-0.1, 0.0, 0.1], [0.1, 0.1, 0.1], [0.1, 0.0, -0.2], [0.1, 0.1, 0.1], [0.0, -0.1, -0.1], [-0.2, -0.1, 0.0], [0.1, 0.0, -0.1], [-0.1, 0.0, 0.0], [-0.1, 0.0, -0.1], [0.3, -0.5, -0.2], [0.1, 0.1, 0.0], [-0.4, -0.3, 0.1], [0.2, 0.5, -0.2], [0.0, 0.0, 0.0], [0.0, 0.0, 0.0], [0.0, 0.0, 0.0], [0.0, -0.1, 0.1], [-0.1, 0.0, -0.1], [0.1, -0.1, 0.2], [-0.1, 0.2, -0.2], [0.1, 0.1, 0.1], [-0.1, 0.3, 0.0], [-0.3, 0.0, -0.2], [0.2, 0.2, -0.5], [0.0, -0.3, 0.0], [0.0, 0.0, 0.1], [0.0, 0.0, 0.0], [0.0, 0.0, -0.1], [0.0, 0.0, 0.0]],
  "lowdin_charge": [1.102, 1.026, -0.646, -0.190, -0.661, 1.009, -0.189, 0.013, -0.006, -0.056, -0.048, -0.151, -0.390, -0.210, 0.089, 0.083, 0.123, 0.132, 0.725, -0.656, -0.105, -0.512, 0.824, -0.417, -0.216, -0.579, 0.758, -0.095, 0.121, 0.120]
}



{
  "formula": "C15H70BNO31",
  "method": "ωB97M-V/def2-TZVPD",
  "relative_energy_kj_mol": 424.1,
  "multiplicity": 1,
  "energy_ev": -82319.9379,
  "homo_energy_ev": -9.09,
  "species": ["C", "C", "C", "C", "N", "C", "C", "C", "C", "C", "C", "C", "H", "H", "H", "H", "H", "H", "H", "H", "H", "H", "H", "H", "H", "H", "H", "H", "H", "H", "H", "H", "H", "H", "H", "H", "O", "C", "O", "B", "O", "C", "O", "O", "C", "O", "C", "O", "O", "O", "H", "H", "O", "H", "H", "O", "H", "H", "O", "H", "H", "O", "H", "H", "O", "H", "H", "O", "H", "H", "O", "H", "H", "O", "H", "H", "O", "H", "H", "O", "H", "H", "O", "H", "H", "O", "H", "H", "O", "H", "H", "O", "H", "H", "O", "H", "H", "O", "H", "H", "O", "H", "H", "O", "H", "H", "O", "H", "H", "O", "H", "H", "O", "H", "H", "O", "H", "H"],
  "positions_angstrom": [[29.9560, 43.4160, 21.4430], [29.9150, 42.5600, 20.1710], [31.1520, 41.6680, 19.7860], [30.8870, 40.8940, 18.4940], [32.0250, 39.9640, 18.1640], [32.7360, 39.3680, 19.3280], [33.8780, 40.1680, 19.8560], [34.1530, 41.0410, 18.6520], [33.2010, 40.6840, 17.5900], [31.5240, 38.7130, 17.2340], [30.7670, 39.3690, 16.0510], [29.8550, 38.2760, 15.4330], [30.5470, 44.1250, 21.1920], [30.3880, 42.8360, 22.2420], [28.8390, 43.8250, 21.6800], [29.7880, 43.3150, 19.4880], [28.9760, 41.9760, 20.3020], [31.0510, 41.2030, 20.6370], [32.2180, 42.2630, 19.8550], [30.5880, 41.5190, 17.7230], [29.9750, 40.3450, 18.6940], [33.2010, 38.3680, 18.9110], [32.1860, 39.0580, 20.0270], [34.8040, 39.7120, 20.2830], [33.5450, 40.7480, 20.8500], [35.2470, 40.9860, 18.4060], [34.0820, 42.0750, 18.8190], [33.5550, 39.8510, 16.8000], [32.6620, 41.6780, 17.1300], [30.8500, 38.2060, 17.8460], [32.2230, 38.1270, 16.7490], [31.4850, 40.1490, 15.3710], [30.2590, 40.1260, 16.2440], [28.9870, 37.8530, 16.0660], [30.6010, 37.4400, 15.2720], [29.5630, 38.3460, 14.3390], [26.4570, 37.7770, 15.3160], [26.1290, 37.4760, 14.1170], [26.7790, 36.6090, 13.5320], [26.1130, 36.3900, 12.2230], [24.9230, 37.2470, 12.3050], [24.9530, 37.8340, 13.4020], [24.3610, 38.8350, 13.5890], [25.7890, 35.0060, 12.0190], [26.1560, 34.7700, 10.8690], [25.9790, 33.7040, 10.1780], [27.0480, 35.8330, 10.4340], [27.0550, 36.8000, 11.2140], [27.9340, 35.7370, 9.5510], [31.1630, 45.0160, 24.4520], [31.2860, 44.6350, 25.4060], [31.8650, 44.5220, 23.9390], [32.9000, 43.9030, 14.4720], [32.8550, 43.9520, 15.3640], [32.1730, 44.2740, 14.0810], [37.6050, 39.5390, 19.6280], [37.9260, 39.4130, 18.7690], [37.0490, 38.8010, 19.6710], [29.7020, 37.3220, 12.1330], [29.7950, 37.2360, 11.1720], [28.9920, 36.7100, 12.3160], [33.2350, 43.3750, 23.1250], [33.5900, 42.4410, 23.0930], [33.8280, 43.5430, 22.3530], [27.5420, 41.2360, 17.3590], [27.4150, 40.3840, 17.9930], [26.5900, 41.3560, 16.8490], [36.5690, 42.5870, 21.3170], [36.1490, 41.9230, 20.9210], [37.4760, 42.4130, 21.1210], [33.9460, 40.8830, 23.5290], [33.4100, 40.1870, 24.0970], [34.8370, 40.8800, 23.7820], [32.3620, 41.5100, 12.5660], [31.4830, 41.4470, 12.9580], [32.8880, 41.3960, 13.3280], [35.1400, 42.1190, 15.4300], [34.5140, 42.6320, 14.7040], [35.2590, 41.3060, 14.8960], [29.1720, 46.3780, 19.5860], [29.1030, 45.7970, 18.9200], [28.7960, 47.2290, 19.2080], [32.0590, 46.0430, 19.3290], [31.1330, 46.2210, 19.6380], [32.6090, 46.0820, 19.9510], [33.6300, 38.0260, 14.4690], [33.3740, 37.5340, 13.6230], [33.8050, 37.1690, 14.8800], [27.9060, 35.4740, 16.3580], [27.3580, 36.0840, 16.0900], [28.4790, 35.5460, 17.2000], [35.6160, 36.7220, 19.3330], [34.8880, 36.0990, 19.4410], [36.0150, 36.4320, 18.5350], [28.6740, 42.7390, 15.3590], [28.2250, 42.2470, 15.7910], [29.0170, 42.2820, 14.6770], [31.3870, 35.1340, 18.0970], [30.5280, 35.5750, 18.1490], [31.3060, 34.5180, 18.5650], [28.8040, 36.0210, 18.8100], [29.3220, 36.5650, 19.4260], [28.3700, 35.4670, 19.4190], [29.1230, 38.3280, 20.5380], [28.8990, 38.7090, 21.4390], [28.5300, 38.6880, 19.9980], [26.8000, 44.4480, 22.7700], [27.0100, 45.3180, 22.7830], [27.4080, 43.9990, 23.2110], [37.1970, 42.8730, 16.8740], [36.4230, 42.6630, 16.5300], [37.5510, 43.6320, 16.3540], [32.6920, 44.0360, 17.1680], [33.6740, 44.0040, 17.1360], [32.4960, 44.8390, 17.7850], [35.2950, 44.5750, 17.8460], [36.0910, 44.0290, 17.6380], [35.2400, 44.6680, 18.7180]],
  "forces_ev_per_angstrom": [[-5.1, -4.4, 1.3], [-0.6, -0.6, 0.7], [1.2, 5.0, -2.6], [0.3, -1.1, 3.1], [0.6, -1.8, 0.2], [4.9, -2.7, -4.4], [-0.2, 2.4, 2.9], [2.9, 0.3, 0.4], [-1.9, 0.6, -5.1], [-1.9, 5.5, -0.8], [4.4, -3.9, -3.1], [1.4, -1.9, -1.5], [3.9, 5.3, -0.8], [-0.1, 0.1, 0.8], [2.9, -1.0, -0.5], [-0.9, 1.3, -2.5], [0.7, -0.2, -0.9], [0.7, -4.2, 4.2], [-2.9, -1.2, -0.5], [0.3, 1.3, -1.8], [0.0, -0.8, 0.0], [-0.8, 1.8, 0.5], [-5.2, -2.2, 5.3], [-1.0, -0.7, -1.0], [0.4, -0.8, -2.3], [-1.0, -0.5, -0.5], [-0.5, 1.5, 0.6], [-0.2, 2.6, 1.4], [2.1, -2.5, 0.4], [-0.9, -1.0, 1.1], [2.3, -1.0, 0.1], [-0.9, -3.2, 0.9], [-5.3, 6.2, 3.1], [1.4, 1.1, -0.9], [-1.0, 0.1, 0.4], [-0.1, 0.7, 1.4], [-1.5, 0.3, -3.2], [2.0, 0.8, 9.5], [2.0, -2.9, -3.0], [-0.2, 1.1, 1.9], [0.0, -3.6, -4.0], [-0.5, 4.0, 0.1], [-2.3, 2.2, 1.7], [-2.0, 0.7, 4.2], [0.2, -7.7, -7.4], [0.3, 4.1, 2.9], [5.9, -1.8, -6.9], [-1.4, 3.0, 2.6], [-2.6, -0.2, 1.6], [1.2, -1.8, 2.0], [-0.3, 1.1, -2.7], [-0.9, 0.6, 0.7], [3.7, -2.2, -3.4], [-0.9, 0.7, 4.7], [-2.7, 1.4, -1.4], [0.3, 1.6, 1.4], [1.2, 0.3, -2.1], [-1.7, -1.9, 0.8], [0.6, 0.1, -0.4], [-0.1, 0.1, 0.2], [-0.4, -0.1, 0.3], [1.9, -1.2, -2.0], [-1.4, 0.3, 1.5], [-0.8, 1.4, 0.5], [-3.7, -2.4, 0.5], [0.0, 3.1, -2.6], [3.5, -0.9, 2.2], [1.7, 4.2, 2.6], [-2.9, -4.3, -2.6], [1.1, 0.0, -0.1], [-3.6, -2.5, 0.8], [2.0, 2.3, -1.7], [2.0, -0.3, 0.9], [-1.2, 0.0, -0.9], [-0.2, 0.0, -0.4], [1.3, -0.1, 1.3], [-2.8, 0.9, -3.8], [1.9, -1.1, 2.8], [0.3, 0.3, 0.7], [-0.1, 5.0, 3.0], [-0.5, -3.5, -3.9], [0.7, -1.5, 0.8], [-7.9, -0.6, -8.1], [1.0, -0.1, -0.2], [6.8, 0.6, 8.2], [-0.5, -2.2, -1.8], [0.0, 2.0, 0.8], [0.4, 0.3, 1.1], [6.4, -6.8, 3.4], [-4.3, 5.9, -1.4], [-2.3, 0.8, -2.5], [-0.7, 0.4, 1.0], [0.0, 0.1, 0.2], [0.8, -0.4, -1.2], [7.4, 12.2, -5.3], [-8.9, -9.9, 8.9], [1.7, -2.3, -3.7], [1.8, 15.0, -10.9], [0.1, -0.1, -0.3], [-1.6, -15.0, 11.1], [1.4, 1.4, 0.1], [-0.1, 0.3, -0.2], [-1.3, -1.5, 0.9], [3.5, -1.5, 5.2], [0.5, -0.8, -1.6], [-4.0, 2.3, -3.7], [-5.3, -1.2, -3.2], [1.1, 4.1, 0.1], [4.2, -2.9, 3.1], [6.5, 2.8, 2.7], [-5.7, -1.8, -3.2], [-0.3, -1.1, 0.4], [-0.1, 1.5, 1.4], [-0.4, 0.3, 0.5], [0.4, -1.8, -1.4], [0.7, -0.9, -5.9], [-0.4, 0.4, 0.5], [-0.2, 0.6, 5.7]],
  "lowdin_charge": [-0.074, -0.222, -0.126, -0.090, -0.156, -0.138, -0.151, -0.196, -0.120, -0.030, -0.220, -0.056, -0.021, 0.069, 0.129, 0.066, 0.121, 0.039, 0.173, 0.106, 0.116, 0.174, 0.053, 0.115, 0.133, 0.133, 0.074, 0.172, 0.167, 0.097, 0.084, 0.181, -0.035, 0.091, 0.083, 0.079, 0.050, -0.407, 0.299, -0.867, 0.318, -0.509, 0.194, 0.346, -0.408, 0.090, -0.429, 0.291, 0.112, -0.139, 0.083, -0.005, 0.024, -0.075, 0.015, 0.002, 0.017, -0.023, -0.049, 0.047, 0.014, -0.099, -0.008, 0.054, -0.173, 0.109, 0.153, 0.022, -0.069, 0.042, -0.057, 0.149, 0.028, -0.030, 0.033, -0.026, -0.104, 0.128, 0.066, -0.009, -0.028, 0.110, 0.037, 0.049, -0.085, -0.088, 0.092, 0.030, -0.034, -0.115, 0.031, -0.032, 0.046, 0.022, 0.123, -0.183, -0.004, 0.087, 0.015, -0.159, -0.035, 0.043, 0.061, -0.004, 0.109, -0.043, 0.047, -0.007, -0.049, -0.010, -0.115, 0.099, -0.116, 0.009, 0.073, 0.002, 0.026, -0.027]
}